Entry 1:
Molecular formula: C30H45BrIrN2P2S
Method: DFT, ωB97M-V/def2-TZVPD

XYZ file:
```
82
Properties=species:S:1:pos:R:3:forces:R:3:lowdin_spin:R:1
H -1.277367 -3.316266 -4.564009 0.16 0.26 0.01 0.00
C 2.384311 -1.981233 1.414621 0.10 -0.13 0.29 0.03
C 0.230615 2.558179 -2.207945 -0.92 -1.13 -0.60 0.17
H 3.151517 3.717845 -3.535727 -0.13 0.07 -0.07 0.00
C -0.870837 0.090912 2.021214 -0.26 -0.60 0.95 0.04
C -1.826166 -4.502077 -0.330506 -0.08 -0.27 0.05 0.01
H -0.777486 1.191529 -3.551474 0.00 0.17 0.64 0.03
H -0.327707 -1.988039 4.584916 0.12 0.18 0.03 0.00
H 5.118502 -0.588493 -3.179923 -0.15 -0.21 -0.05 0.00
H -2.632180 0.421199 -4.408356 -0.35 0.28 -0.10 0.01
C -5.223446 3.066437 -3.346945 -1.33 1.01 -0.17 0.08
H 1.920118 1.508689 3.318585 -0.19 -0.21 -0.01 0.00
C -2.129100 1.606919 -1.844702 -0.86 1.42 -1.06 0.12
H -1.760976 -5.055214 -1.278140 -0.06 0.14 0.28 0.00
H -0.730463 3.388263 -0.464606 0.11 0.29 -0.16 0.00
C -2.958221 -2.432571 -2.435401 0.15 -0.04 -0.10 0.00
Br 3.413423 5.875885 -1.576021 -0.06 0.00 -0.02 0.28
H 0.891748 5.230463 -0.217760 0.02 0.09 0.10 0.00
H -2.279452 2.326299 -1.020554 0.24 -0.24 -0.60 0.01
H 1.465042 1.929276 -3.873472 -0.04 0.43 0.24 0.00
H 3.089572 1.342382 0.357768 0.01 -0.08 -0.29 0.00
H 1.630353 -2.594266 1.919378 0.14 0.09 -0.10 0.00
H 0.082397 -3.517254 -0.431963 -0.29 0.07 -0.03 0.00
H 4.843752 1.382401 -2.208709 -0.10 0.07 0.27 0.00
Ir -1.020275 0.083652 -1.137875 0.37 -0.77 2.16 1.04
N -5.162378 2.648893 -4.616633 2.49 -1.79 2.89 0.73
C 3.256923 1.089502 -0.702838 0.61 0.03 0.65 0.09
H 1.690415 -0.459166 4.851847 -0.18 0.09 -0.11 0.00
H 4.850744 -2.316698 -2.851189 -0.07 0.26 -0.12 0.00
C -0.976339 -3.231132 -0.351902 -0.03 0.00 0.31 0.04
C 0.091597 3.484784 -1.167983 0.97 1.09 0.79 0.04
C 0.169261 1.003483 2.167698 -0.02 -0.30 -0.14 0.01
H 3.245044 -2.620070 1.171684 -0.30 0.05 0.19 0.01
H -2.879708 -4.294275 -0.101151 0.33 -0.10 -0.14 0.00
C 0.962782 -0.278554 4.064281 -0.18 -0.25 0.11 0.01
H 2.531260 -0.274553 -3.098063 0.07 -0.08 0.20 0.02
C -0.793026 1.507020 -2.487998 0.19 2.72 -1.55 0.14
C 3.051882 -1.115419 -2.613588 0.34 -0.76 -0.10 0.10
C -4.130319 -2.045954 -1.538544 -0.37 0.16 -0.03 0.00
H 0.633099 -1.516013 -2.945777 -0.33 -0.39 -0.10 0.02
H 0.224347 1.826036 1.450124 0.08 -0.23 0.39 0.00
H 2.428448 -2.018755 -2.693470 0.28 0.38 0.08 0.00
C -0.063468 -2.367738 -3.009060 0.30 0.04 -0.01 0.07
P 3.180079 -0.719008 -0.847195 -0.57 1.04 -0.85 0.60
H -2.973798 -3.509185 -2.678318 0.09 0.35 0.11 0.00
H 4.247973 -1.597326 -4.352340 0.04 0.07 0.27 0.00
H -1.085251 -2.671001 0.592392 0.03 -0.25 -0.28 0.00
C -0.120174 -1.138071 3.941779 -0.10 0.55 -0.40 0.00
H 5.420895 1.262694 -0.528656 -0.17 0.17 -0.23 0.00
H -1.438913 -5.163247 0.457436 -0.17 0.13 -0.24 0.00
H -4.413577 2.943200 -1.356246 -0.22 0.11 -0.18 0.01
H 0.497975 -3.266723 -2.714917 -0.17 0.09 -0.10 0.01
H 4.617195 2.739238 -1.095467 0.02 -0.23 0.03 0.00
C 1.097519 0.804238 3.183847 -0.15 -0.01 0.25 0.00
H -1.833529 -1.534291 2.830151 0.55 0.37 0.21 0.00
H 1.297490 -2.099879 -0.479524 0.32 0.29 0.23 0.01
N -1.013006 -0.918229 2.941984 0.52 0.25 -0.15 0.02
C 1.814592 -1.349085 0.136743 -0.09 -0.42 -0.02 0.11
H -1.069761 -1.548363 -4.752574 0.04 -0.23 0.00 0.00
C -3.350334 1.163051 -4.057401 -0.85 0.95 -0.11 0.06
C -0.579554 -2.479206 -4.436813 0.01 -0.12 -0.31 0.01
C 4.613916 1.645882 -1.167834 0.11 0.08 -0.04 0.01
P -1.320466 -2.029066 -1.711266 -0.24 -2.41 -0.76 0.18
S -2.121139 0.110508 0.825294 -0.75 0.18 0.20 0.28
H 1.102726 -0.526388 0.343679 0.35 -0.23 -0.11 0.02
H 0.266966 -2.651257 -5.114079 -0.25 0.04 0.11 0.00
H -4.292973 -2.753407 -0.714253 0.08 0.27 -0.26 0.00
C -4.361458 2.559919 -2.369094 0.28 -0.18 -1.14 0.06
H -5.048711 -2.015236 -2.142547 0.23 -0.09 0.29 0.00
C -4.274032 1.720598 -4.971738 -0.10 -0.38 -1.55 0.08
H -5.962748 3.837063 -3.101198 0.16 -0.23 -0.07 0.02
H 2.726629 -1.213911 2.119205 -0.01 -0.20 -0.20 0.00
C -3.328045 1.683881 -2.756830 0.31 0.09 0.40 0.00
H -3.015637 -1.901821 -3.400080 0.07 -0.12 0.34 0.00
C 4.403802 -1.412053 -3.282636 0.30 -0.06 -0.16 0.01
C 1.029490 4.504890 -1.004633 -1.45 -0.78 0.70 0.07
H -4.260626 1.409521 -6.025499 -0.08 0.11 0.37 0.02
C 2.153077 4.590728 -1.838090 -0.02 0.16 -0.26 0.19
C 1.341989 2.664073 -3.068261 1.02 0.51 -0.41 0.05
C 2.278192 3.668275 -2.894148 0.04 -1.18 -0.75 0.06
H 2.419467 1.499669 -1.287775 0.14 -0.33 0.15 0.02
H -3.975480 -1.042777 -1.120526 -0.16 -0.19 -0.01 0.00
```
Positions in Å, forces in eV/Å.

* lowest unoccupied orbital energy (alpha / beta): -11.51 / -14.41 eV
* energy relative to the best compared isomer or geometry (same formula, charge and spin): 0.0 kJ/mol
* F_max: 0.082 hartree/bohr
* 2S+1: 6
* charge: +4
* molar mass: 799.84 g/mol
* frontier orbital gap (alpha / beta): 6.02 / 4.95 eV
* E: -5037.22811 a.u.

=====

Entry 2:
Molecular formula: C29H23FeN11O4PS2
Method: DFT, ωB97M-V/def2-TZVPD

XYZ file:
```
71
Properties=species:S:1:pos:R:3:forces:R:3:lowdin_spin:R:1
N -0.994789 0.565444 1.976125 0.04 -0.05 -0.28 0.01
H 3.703239 -1.906576 -1.200635 0.05 -0.01 0.06 0.00
C 0.157096 0.715840 -1.847738 -0.24 -0.02 0.06 0.00
C 2.931549 -2.033746 -3.216844 0.03 -0.03 0.00 0.00
N -5.586413 -2.451557 1.590086 0.00 0.00 0.01 0.03
H -2.554977 3.469689 1.381754 0.01 0.00 0.01 0.00
S -2.441230 -1.248244 0.125700 0.07 0.02 0.05 0.30
C -2.175731 2.614670 1.924792 -0.01 0.03 0.03 0.00
O 0.160944 -2.358986 -0.567091 0.22 0.49 -0.08 0.01
N -2.434012 2.583606 3.225332 -0.01 0.01 -0.03 0.00
H 1.122266 -1.570188 4.675263 0.00 0.01 0.01 0.00
C -4.446925 -2.309832 1.537990 0.00 -0.02 -0.02 0.00
C -1.096722 1.655557 -0.150319 0.08 0.00 -0.03 0.00
Fe -0.195156 -0.875292 0.795129 -0.28 -0.16 0.62 0.06
H 2.382144 -2.173540 3.576449 0.02 0.00 -0.02 0.00
H 4.950503 -1.642901 1.982703 -0.03 -0.01 -0.01 0.00
S -0.511711 -2.495854 2.382925 -0.02 0.02 0.02 0.31
H 3.648588 -2.769363 -3.559576 0.00 -0.01 0.00 0.00
H -2.643944 6.871931 -3.564807 0.00 0.00 0.00 0.00
C -1.245681 2.619018 -2.332339 -0.04 0.04 0.01 0.00
H -2.309597 3.358842 -0.627488 0.01 0.00 -0.01 0.00
H 0.008007 1.657239 -3.765910 0.03 -0.02 0.03 0.00
H 2.811961 -1.062814 4.906182 0.00 0.00 -0.01 0.00
N -3.217245 -3.858382 4.463272 0.02 -0.01 0.00 0.02
N -2.825598 5.493237 -5.075928 0.00 0.00 0.00 0.00
C -2.495324 5.832325 -3.833410 0.00 0.00 0.00 0.00
C -1.452732 1.617505 1.283027 -0.02 0.01 -0.01 0.01
P 1.823048 -0.223314 1.735763 0.24 -0.16 -0.53 0.00
H -0.394586 -5.142581 -1.934450 0.00 0.00 0.01 0.00
C 1.259096 -5.812205 -0.382567 0.01 0.03 -0.02 0.00
C 2.966985 -1.556354 -1.911618 -0.05 0.03 0.06 0.00
C -1.982745 4.940036 -2.904483 0.01 0.00 0.00 0.00
N 1.243386 -6.917911 -0.714902 -0.02 -0.01 0.00 0.00
N -0.252339 0.691070 -0.565008 0.12 -0.15 -0.21 0.00
N 2.090003 -0.666945 -1.477851 0.08 0.12 0.19 0.00
O 2.240413 1.309763 1.442662 -0.16 0.00 -0.06 0.00
C 2.053037 -1.319965 4.169511 -0.01 0.02 -0.03 0.00
N 2.837486 -3.568412 1.731285 -0.08 -0.29 0.09 0.00
C 1.767096 2.448497 2.153171 0.06 0.01 0.05 0.00
H -2.156558 1.504775 4.963043 0.00 0.00 0.00 0.00
H -2.030544 2.234195 -4.921456 0.00 0.00 0.00 0.00
H 0.388866 -0.410537 -4.354030 -0.02 0.02 0.03 0.00
C 0.315902 -3.594342 -0.757541 0.02 -0.10 -0.03 0.01
C -3.029240 -2.099622 1.447046 -0.04 0.02 -0.03 0.10
H -2.926277 3.963766 -6.442837 0.00 0.00 0.00 0.00
H 2.466049 3.257212 1.951720 0.00 0.00 0.01 0.00
H -0.856441 -0.309383 3.838572 -0.01 0.00 -0.01 0.01
H 1.736408 2.257232 3.225253 -0.01 0.00 0.00 0.00
C 2.095124 -3.948276 0.930616 0.01 0.09 -0.05 0.00
H 0.778673 2.747788 1.801665 0.01 0.01 0.00 0.00
C -1.961105 1.545071 3.899291 0.03 -0.03 0.01 0.00
C -2.644571 4.224085 -5.429083 0.00 0.00 0.00 0.00
C -2.764357 -3.333904 3.546057 -0.04 0.00 -0.02 0.00
H -1.157969 -3.596468 -2.149112 -0.02 -0.01 0.00 0.00
H -1.713821 5.286050 -1.914853 0.00 0.00 0.00 0.00
C -2.132622 3.255731 -4.579107 -0.01 0.00 0.00 0.00
H 4.968788 -0.015893 1.237113 -0.01 0.00 0.00 0.00
N -0.421135 -4.153381 -1.756882 0.04 0.06 0.02 0.00
O 1.848703 -0.150187 3.347150 -0.13 -0.04 0.12 0.00
C -0.347418 1.651150 -2.745285 0.13 0.10 -0.01 0.00
C -1.791601 3.615823 -3.280895 0.00 0.01 0.00 0.00
C 1.159487 -0.267402 -2.332571 0.04 0.02 0.01 0.00
H 4.338806 -0.235109 2.884996 0.00 0.01 0.00 0.00
C -2.188926 -2.628800 2.435517 0.07 -0.04 0.01 0.09
N 2.029749 -1.609935 -4.091983 0.01 0.00 0.01 0.00
C -1.603284 2.628361 -0.991769 -0.02 -0.02 -0.03 0.00
C -1.240688 0.533018 3.282083 0.04 -0.03 0.06 0.00
C 1.217700 -4.433549 -0.057991 -0.02 -0.09 0.05 0.01
O 3.146344 -0.979142 1.335230 -0.06 0.27 -0.11 0.00
C 1.146631 -0.725894 -3.645813 -0.16 -0.12 -0.01 0.00
C 4.429928 -0.691727 1.899706 -0.01 -0.01 -0.02 0.00
```
Positions in Å, forces in eV/Å.

* lowest unoccupied orbital energy (alpha / beta): -1.77 / -2.64 eV
* energy relative to the best compared isomer or geometry (same formula, charge and spin): 0.0 kJ/mol
* F_max: 0.014 hartree/bohr
* 2S+1: 2
* molar mass: 740.53 g/mol
* frontier orbital gap (alpha / beta): 5.99 / 5.10 eV
* E: -4423.69495 a.u.

=====

Entry 3:
Molecular formula: C4H12
Method: DFT, ωB97M-V/def2-TZVPD

XYZ file:
```
16
Properties=species:S:1:pos:R:3:forces:R:3:nbo_charge:R:1
H 2.410045 0.883384 1.306380 0.18 -0.06 0.07 0.20
H 0.902796 0.976043 0.428523 0.18 0.24 0.18 0.20
C -1.332210 0.527491 -1.343422 1.05 1.54 -0.62 -0.62
H -0.442626 1.168322 -1.288508 0.12 -0.27 0.48 0.20
C 1.525188 0.312749 1.039632 -0.57 1.09 -0.76 -0.62
H -0.111029 -0.737507 -2.632349 -0.44 0.21 -0.69 0.21
C 0.723311 -0.086265 2.264217 0.05 -0.93 0.15 -0.61
H 1.117726 -1.008615 2.700386 0.04 0.16 0.19 0.20
H -1.888801 1.143881 -2.055298 -0.65 -0.38 0.17 0.21
H -1.789441 0.531586 -0.359406 -0.25 -0.25 -0.07 0.21
C -0.947440 -0.793451 -1.943903 -0.07 -1.69 1.11 -0.62
H -1.829849 -1.343840 -2.282670 0.22 0.26 -0.76 0.21
H 0.730616 0.688475 3.028210 0.14 0.07 -0.02 0.21
H -0.327505 -0.296315 2.058905 0.03 0.05 -0.27 0.20
H 1.815179 -0.432460 0.301635 0.00 -0.62 0.50 0.21
H -0.555965 -1.533479 -1.222328 -0.02 0.60 0.35 0.20
```
Positions in Å, forces in eV/Å.

* lowest unoccupied orbital energy: 1.17 eV
* SMILES string: CC.CC
* energy relative to the best compared isomer or geometry (same formula, charge and spin): 37.5 kJ/mol
* F_max: 0.039 hartree/bohr
* molar mass: 60.14 g/mol
* frontier orbital gap: 12.45 eV
* E: -159.57069 a.u.

=====

Entry 4:
Molecular formula: C3H7ClN2S
Method: DFT, ωB97M-V/def2-TZVPD

XYZ file:
```
14
Properties=species:S:1:pos:R:3:forces:R:3:nbo_charge:R:1
H -0.266997 -0.062699 2.625378 -0.05 -0.07 -0.24 0.23
C -0.127219 -0.272972 0.444991 0.28 0.40 -0.71 0.41
Cl -2.457582 -0.581553 1.949791 -0.07 0.09 -0.09 -0.06
H -0.400471 -1.706273 1.925942 0.05 -0.24 0.34 0.25
H -1.514499 1.257516 0.524542 0.73 -0.76 -0.73 0.40
C 1.246196 -0.722166 -1.431889 -0.41 0.74 -0.19 -0.44
H 1.635912 -1.629093 -1.851498 0.12 -0.44 -0.32 0.20
H 0.460693 -0.297913 -2.080749 0.18 -0.21 0.11 0.19
H 2.052195 0.003281 -1.404018 0.22 0.16 0.05 0.21
S 0.149921 2.342252 -0.511084 0.36 -0.44 0.43 0.17
H -0.118186 2.432740 -1.815135 -0.18 -0.25 -0.24 0.10
N 0.762179 -1.014282 -0.111348 -1.58 0.89 1.40 -0.44
C -0.683328 -0.672411 1.817978 0.74 -0.16 -0.61 -0.42
N -0.738815 0.923572 -0.082901 -0.40 0.28 0.81 -0.80
```
Positions in Å, forces in eV/Å.

* lowest unoccupied orbital energy: 0.63 eV
* SMILES string: C/N=C(/CCl)NS
* energy relative to the best compared isomer or geometry (same formula, charge and spin): 63.2 kJ/mol
* F_max: 0.044 hartree/bohr
* molar mass: 138.62 g/mol
* frontier orbital gap: 10.08 eV
* E: -1086.36451 a.u.